The following is a quantum chemistry calculation of a structure of composition C12H21BCaN5, from OMol25.

Geometry as XYZ:
```
40
Properties=species:S:1:pos:R:3:forces:R:3
Ca -0.30432 -0.73022 -1.09328 -0.60 -0.42 -0.32
C 2.78021 -0.64938 -0.94099 0.00 -0.05 0.06
C 2.49050 -1.94710 -0.18473 0.02 0.16 -0.11
N 1.18273 -1.91548 0.51573 0.28 0.03 0.06
C 1.21997 -1.20641 1.82228 -0.13 0.03 -0.03
C 0.15174 -0.13703 1.92031 0.13 0.00 -0.07
C -0.62023 0.08481 3.04109 0.01 0.03 0.03
C -1.53389 1.13397 3.01527 0.01 -0.01 -0.01
C -1.64292 1.92616 1.88556 0.00 0.03 0.01
C -0.84089 1.63161 0.79369 0.10 0.05 -0.10
C -0.89275 2.42704 -0.50094 -0.07 -0.14 0.07
N -0.27618 1.68491 -1.62373 0.18 0.16 0.07
C 1.17903 1.94772 -1.73630 -0.01 -0.05 -0.04
C 1.91649 0.94751 -2.62657 -0.05 0.09 0.09
N 1.89450 -0.44797 -2.11251 0.12 0.27 0.13
N 0.03263 0.62236 0.81938 -0.13 0.03 0.22
H 2.63018 0.19218 -0.26209 0.00 -0.02 0.02
H 3.83551 -0.63446 -1.22702 -0.01 0.00 -0.07
H 2.48098 -2.79297 -0.87522 0.01 0.01 -0.03
H 3.32354 -2.10641 0.50575 -0.08 -0.10 0.09
H 0.88746 -2.87062 0.68351 0.00 0.00 0.00
H 1.13240 -1.90875 2.65043 -0.03 -0.02 -0.01
H 2.18900 -0.71317 1.93035 0.02 -0.02 0.00
H -0.52640 -0.55173 3.90997 0.00 0.01 0.00
H -2.16753 1.32161 3.87146 0.00 -0.01 0.00
H -2.35526 2.73882 1.84008 0.00 0.00 0.01
H -1.93152 2.64368 -0.74803 -0.01 -0.03 0.00
H -0.39729 3.39002 -0.33668 0.01 0.02 -0.06
H -0.73049 1.98169 -2.48104 0.01 0.00 -0.01
H 1.37619 2.94942 -2.12875 -0.06 0.02 -0.02
H 1.58900 1.92594 -0.72762 0.00 0.00 0.00
H 1.46686 0.93798 -3.62133 0.00 -0.01 0.00
H 2.93749 1.32599 -2.73850 0.06 -0.14 -0.04
H 2.20735 -1.05627 -2.86201 -0.01 -0.03 0.02
B -4.54892 -2.11614 0.24967 -0.05 -0.05 0.01
C -3.31680 -1.88645 -0.69057 -0.01 0.13 0.12
N -2.37539 -1.66225 -1.33689 0.22 0.02 -0.06
H -5.37149 -1.27960 -0.04468 0.03 0.00 -0.01
H -4.12648 -1.95955 1.37942 0.04 0.01 -0.02
H -4.94499 -3.24147 0.06554 0.01 0.02 0.01
```
Positions in Å, forces in eV/Å.

Values from the calculation:
Relative energy (zero: lowest compared OMol25 entry of this formula, charge and spin), kcal/mol: 9.6
Charge: +1
Gap between HOMO and LUMO, eV: 8.51
HOMO energy, eV: -11.572